No. 1
A structure of composition C16H25CoINO4P2S2 at a distorted geometry, computed with ωB97M-V with the def2-TZVPD basis set.

CARTESIAN COORDINATES (ANGSTROEM)
C (-0.644, -3.672, -1.830)
C (0.405, -3.229, -0.894)
H (-0.446, -4.720, -2.108)
H (-0.658, -3.065, -2.750)
H (-1.649, -3.625, -1.378)
O (1.365, -3.826, -0.454)
I (-2.492, 2.921, 0.453)
Co (0.048, -1.318, -0.358)
P (-1.429, -1.975, 1.102)
C (-0.788, -1.794, 2.796)
C (-2.906, -0.895, 1.098)
H (-3.705, -1.367, 1.682)
H (-2.727, -3.814, 2.023)
H (-3.242, -0.744, 0.064)
H (-2.787, -3.804, 0.243)
H (-0.407, -0.766, 2.907)
H (-2.666, 0.090, 1.525)
C (-2.136, -3.659, 1.112)
H (-1.588, -1.987, 3.521)
H (-1.326, -4.399, 1.084)
H (0.038, -2.500, 2.942)
P (1.021, -0.719, -2.250)
C (2.678, -0.088, -1.803)
C (1.360, -1.854, -3.643)
H (-0.864, 0.556, -3.139)
H (0.584, 0.699, -4.177)
H (0.472, 1.634, -2.647)
C (0.227, 0.683, -3.139)
H (0.424, -2.134, -4.144)
H (2.006, -1.343, -4.371)
H (3.207, 0.197, -2.724)
H (3.225, -0.881, -1.276)
H (1.866, -2.758, -3.283)
H (2.577, 0.782, -1.139)
C (1.393, -1.239, 0.746)
O (2.343, -1.224, 1.418)
O (1.842, 2.016, 4.040)
S (0.579, 2.143, 3.352)
O (-0.628, 2.285, 4.127)
N (0.418, 0.952, 2.158)
C (0.359, 1.470, 0.962)
S (-0.653, 0.771, -0.277)
C (0.691, 2.872, 0.853)
C (0.700, 3.688, -0.283)
C (0.547, 5.056, -0.108)
C (0.385, 5.597, 1.173)
C (0.446, 4.787, 2.312)
C (0.647, 3.423, 2.127)
H (0.839, 3.231, -1.260)
H (0.543, 5.706, -0.987)
H (0.208, 6.670, 1.278)
H (0.302, 5.172, 3.324)

Summary:
Expectation value of S² = 6.062
LUMO energy (spin up / spin down) = -7.28 / -9.76 eV
Spin multiplicity = 5
Orbital gap (spin up / spin down) = 8.0 / 5.6 eV
Charge = +2
E = -112634.0439 eV
HOMO energy (spin up / spin down) = -15.3 / -15.3 eV
Relative energy (zero: lowest compared OMol25 entry of this formula, charge and spin) = 0.000 eV

***

No. 2
A cluster of 3 separate species, C16H25FNO7 in total at a distorted geometry, computed with ωB97M-V with the def2-TZVPD basis set.

CARTESIAN COORDINATES (ANGSTROEM)
C (0.301, -1.171, 1.183)
C (-0.210, -0.636, -0.126)
O (0.195, -1.098, -1.188)
O (-1.110, 0.350, -0.150)
C (-1.462, 0.972, 1.106)
C (-2.239, 2.256, 0.917)
C (-3.707, 2.099, 1.331)
C (-4.585, 1.364, 0.318)
N (-5.856, 0.986, 0.881)
C (-5.831, -0.366, 1.259)
C (-5.812, -1.452, 0.153)
O (-5.716, -2.653, 0.336)
F (-5.976, -1.000, -1.117)
H (0.834, -0.391, 1.710)
H (-0.526, -1.505, 1.795)
H (0.979, -1.977, 0.986)
H (-0.578, 1.208, 1.680)
H (-2.065, 0.276, 1.677)
H (-1.790, 3.002, 1.565)
H (-2.147, 2.634, -0.095)
H (-4.149, 3.066, 1.536)
H (-3.717, 1.561, 2.276)
H (-4.773, 2.068, -0.498)
H (-4.015, 0.513, -0.088)
H (-4.979, -0.668, 1.903)
H (-6.751, -0.593, 1.794)
O (4.664, -3.584, 2.598)
C (4.403, -3.503, 1.437)
O (3.157, -3.241, 0.982)
C (3.121, -3.301, -0.459)
C (4.561, -3.073, -0.899)
C (5.345, -3.687, 0.260)
H (2.746, -4.284, -0.750)
H (2.432, -2.540, -0.822)
H (4.782, -3.508, -1.871)
H (4.764, -2.002, -0.954)
H (5.514, -4.756, 0.123)
H (6.291, -3.190, 0.452)
O (2.191, 2.650, 0.842)
C (1.997, 2.653, -0.338)
O (0.784, 2.879, -0.878)
C (0.828, 2.703, -2.305)
C (2.291, 2.898, -2.685)
C (3.005, 2.377, -1.439)
H (0.464, 1.700, -2.533)
H (0.167, 3.434, -2.764)
H (2.563, 2.385, -3.606)
H (2.503, 3.960, -2.814)
H (3.171, 1.300, -1.483)
H (3.943, 2.884, -1.233)

Summary:
LUMO energy = 2.10 eV
Spin multiplicity = 1
Orbital gap = 4.1 eV
Charge = -1
E = -35537.9420 eV
HOMO energy = -2.0 eV

***

No. 3
A structure of composition C16H25GeN6PReS4Sb at a distorted geometry, computed with ωB97M-V with the def2-TZVPD basis set.

CARTESIAN COORDINATES (ANGSTROEM)
Re (1.879, -0.689, -0.579)
C (-3.481, -1.165, 1.739)
N (-1.943, -1.145, 1.637)
C (-1.104, -1.191, 2.705)
C (0.165, -1.053, 2.224)
N (0.088, -0.886, 0.825)
C (-1.205, -0.958, 0.538)
P (-1.799, -0.861, -1.233)
C (-0.718, 0.522, -1.692)
N (0.559, 0.739, -1.375)
C (0.877, 1.991, -1.843)
C (-0.235, 2.518, -2.469)
N (-1.212, 1.576, -2.341)
C (-2.578, 1.615, -2.827)
C (-0.615, -2.094, -1.911)
N (0.653, -2.202, -1.524)
C (1.110, -3.366, -2.166)
C (0.092, -3.946, -2.847)
N (-1.030, -3.149, -2.621)
C (-2.302, -3.414, -3.279)
H (-3.858, -2.194, 1.469)
H (-3.948, -0.397, 1.142)
H (-3.664, -0.950, 2.779)
H (-1.470, -1.473, 3.643)
H (1.114, -1.146, 2.729)
H (1.869, 2.438, -1.782)
H (-0.342, 3.450, -2.984)
H (-2.881, 0.532, -2.933)
H (-2.651, 2.090, -3.807)
H (-3.176, 2.055, -2.042)
H (2.142, -3.723, -2.166)
H (-0.010, -4.861, -3.406)
H (-2.060, -4.134, -4.047)
H (-2.766, -2.553, -3.781)
H (-2.935, -3.827, -2.551)
S (3.850, 0.660, 1.923)
Sb (4.515, -1.457, 1.298)
S (3.499, -0.209, -1.842)
S (2.644, -2.607, 0.759)
S (6.456, -2.288, 1.054)
C (2.302, 3.809, 2.000)
Ge (1.090, 2.169, 2.006)
C (1.062, 1.714, 3.941)
C (-0.771, 2.567, 1.480)
C (2.395, 0.779, 0.771)
H (1.816, 4.642, 2.438)
H (2.591, 4.110, 0.957)
H (3.208, 3.546, 2.473)
H (0.033, 1.715, 4.300)
H (1.663, 2.486, 4.493)
H (1.550, 0.784, 4.285)
H (-1.263, 1.590, 1.240)
H (-0.845, 3.240, 0.645)
H (-1.149, 3.064, 2.403)
H (2.791, 1.540, 0.150)

Summary:
LUMO energy (spin up / spin down) = -7.21 / -7.21 eV
Spin multiplicity = 1
Orbital gap (spin up / spin down) = 6.9 / 6.9 eV
Charge = +2
E = -143737.6524 eV
HOMO energy (spin up / spin down) = -14.1 / -14.1 eV
Relative energy (zero: lowest compared OMol25 entry of this formula, charge and spin) = 1.473 eV

***

No. 4
A structure of composition C16H25N2O2 at a distorted geometry, computed with ωB97M-V with the def2-TZVPD basis set.

CARTESIAN COORDINATES (ANGSTROEM)
C (-2.645, -1.956, -1.716)
C (-3.245, -0.942, -0.978)
C (-4.588, -0.628, -0.961)
N (-4.989, 0.276, -0.112)
C (-3.867, 0.620, 0.289)
C (-3.744, 1.763, 1.376)
C (-2.483, 2.025, 1.843)
C (-1.341, 1.433, 1.053)
C (-1.574, 0.387, 0.210)
C (-2.782, -0.016, -0.101)
O (-0.469, -0.152, -0.174)
C (-0.295, -1.525, 0.313)
H (-1.102, -2.204, 0.704)
H (0.193, -2.202, -0.337)
C (0.845, -1.545, 1.418)
O (0.943, -2.769, 2.345)
H (1.220, -3.622, 1.656)
C (2.170, -1.088, 1.053)
N (2.152, 0.446, 0.380)
H (1.032, 0.389, 0.153)
H (2.018, 0.995, 1.136)
C (2.892, 0.935, -0.452)
C (4.428, 0.842, -0.023)
H (4.662, -0.258, 0.248)
H (5.120, 1.330, -1.042)
H (4.635, 1.293, 0.846)
C (2.638, 2.113, -0.847)
H (1.634, 2.544, -1.216)
H (3.185, 2.693, -1.499)
H (2.787, 2.854, 0.129)
C (2.818, 0.137, -1.929)
H (3.150, -1.014, -1.906)
H (1.786, 0.034, -2.133)
H (3.329, 0.363, -2.717)
H (2.936, -1.135, 1.757)
H (2.550, -1.493, 0.195)
H (0.528, -0.817, 2.136)
H (-0.319, 1.703, 1.746)
H (-2.212, 3.012, 2.369)
H (-4.635, 2.544, 1.810)
H (-5.888, 0.581, 0.264)
H (-5.661, -1.164, -1.226)
H (-3.436, -2.316, -2.588)
H (-1.826, -1.689, -2.190)
H (-2.552, -2.776, -1.281)

Summary:
LUMO energy = -2.62 eV
Spin multiplicity = 1
Orbital gap = 8.2 eV
Charge = +1
E = -24051.7650 eV
HOMO energy = -10.8 eV
Relative energy (zero: lowest compared OMol25 entry of this formula, charge and spin) = 15.753 eV

***

No. 5
An isolated molecule of C16H25N3O2, computed with ωB97M-V with the def2-TZVPD basis set.

CARTESIAN COORDINATES (ANGSTROEM)
C (3.108, -2.718, 4.941)
C (4.024, -3.395, 3.926)
O (4.442, -2.520, 2.899)
C (3.578, -2.184, 1.900)
C (2.308, -2.715, 1.705)
C (1.530, -2.309, 0.635)
C (2.003, -1.361, -0.262)
N (1.260, -0.907, -1.360)
C (0.004, -1.253, -1.752)
O (-0.680, -2.092, -1.206)
C (-0.453, -0.494, -2.990)
C (-0.524, 1.032, -2.831)
N (-1.773, 1.458, -2.236)
C (-2.006, 2.878, -2.425)
C (-3.388, 3.250, -1.900)
N (-3.470, 2.947, -0.485)
C (-4.729, 3.371, 0.084)
C (-3.240, 1.528, -0.291)
C (-1.863, 1.145, -0.821)
C (3.277, -0.828, -0.069)
C (4.052, -1.232, 0.995)
H (2.852, -3.420, 5.730)
H (3.614, -1.862, 5.380)
H (2.193, -2.369, 4.468)
H (4.953, -3.703, 4.413)
H (3.545, -4.288, 3.503)
H (1.903, -3.457, 2.374)
H (0.549, -2.730, 0.495)
H (1.738, -0.215, -1.922)
H (0.238, -0.735, -3.802)
H (-1.444, -0.859, -3.259)
H (0.347, 1.407, -2.259)
H (-0.478, 1.477, -3.829)
H (-1.952, 3.106, -3.492)
H (-1.249, 3.485, -1.895)
H (-3.554, 4.321, -2.040)
H (-4.150, 2.696, -2.477)
H (-4.726, 3.156, 1.152)
H (-4.839, 4.445, -0.055)
H (-5.596, 2.866, -0.373)
H (-3.289, 1.308, 0.778)
H (-4.003, 0.922, -0.810)
H (-1.720, 0.075, -0.681)
H (-1.091, 1.687, -0.245)
H (3.662, -0.089, -0.759)
H (5.038, -0.825, 1.148)

Summary:
LUMO energy = 0.77 eV
Spin multiplicity = 1
SMILES = CCOc1ccc(NC(=O)CCN2CCN(C)CC2)cc1
Orbital gap = 8.7 eV
E = -25563.0105 eV
HOMO energy = -7.9 eV
Relative energy (zero: lowest compared OMol25 entry of this formula, charge and spin) = 0.878 eV